# C4H6N2

An isolated molecule of C4H6N2 (wB97M-V/def2-TZVPD, OMol25).

Geometry as ORCA input:
```
! RIJCOSX wB97M-V def2-TZVPD def2/J DEFGRID3
* xyz 0 1
H 0.8793 -1.1293 -1.4138
N -1.5846 0.4497 0.1427
N 0.6038 0.8271 -0.6393
C 1.3068 0.1561 0.4699
C -0.6719 1.2864 -0.1872
H 2.4375 0.2569 0.5170
H -1.4420 -1.4642 -0.8523
H 0.7820 0.2325 1.4756
C 0.5182 -0.6548 -0.4323
H -0.8524 2.3714 -0.0504
C -0.9921 -0.8997 -0.0302
H -0.9847 -1.4321 1.0002
*
```

Computed properties:
Relative energy (zero: lowest compared OMol25 entry of this formula, charge and spin) (kcal per mole): 53.66
SMILES: C1=NC[C@@H]2CN12
E (a.u.): -265.45005
LUMO energy (eV): 1.11
HOMO-LUMO gap (eV): 10.825

Atomic partial charges in e from the Mulliken method, atoms 1 to 2: 0.2646, -0.4856

=====

# C4H6N2

A 2-piece molecular cluster, C4H6N2 overall (wB97M-V/def2-TZVPD, OMol25).

Geometry as ORCA input:
```
! RIJCOSX wB97M-V def2-TZVPD def2/J DEFGRID3
* xyz 0 1
H -0.0774 -1.7063 -1.2035
H -0.7280 1.3827 1.0010
C -1.0079 0.1853 -0.9402
C -0.2202 1.0184 0.1031
C 0.6844 -0.2291 0.2906
N -0.0772 -0.7657 -0.8231
H 0.4807 -0.7668 1.2246
H -2.3258 -0.5567 0.7434
C 2.1317 -0.0875 0.0878
N 3.2687 0.0391 -0.0820
H 0.2700 1.8464 -0.4096
H -2.3990 -0.3598 0.0077
*
```

Computed properties:
Relative energy (zero: lowest compared OMol25 entry of this formula, charge and spin) (kcal per mole): 108.58
E (a.u.): -265.36254
LUMO energy (eV): 0.67
HOMO-LUMO gap (eV): 9.644

Atomic partial charges in e from the Mulliken method, atoms 1 to 2: 0.1952, 0.2560

=====

# C4H6N2

An isolated molecule of C4H6N2 (wB97M-V/def2-TZVPD, OMol25).

Geometry as ORCA input:
```
! RIJCOSX wB97M-V def2-TZVPD def2/J DEFGRID3
* xyz 0 1
N 1.0583 0.8124 0.8669
H -0.5945 -0.4834 -1.9171
H 0.8553 1.7450 0.5229
C 0.6358 -0.2215 -0.0473
H 1.1909 -0.6088 -1.6515
H 0.4588 0.9822 -1.9987
C 0.3169 -0.0001 -1.5184
C -1.4620 0.7108 0.9851
N -2.4934 1.2276 0.9086
H -0.1111 -0.6838 1.8983
C -0.1840 0.0668 1.1299
H 1.2688 -1.1142 0.0927
*
```

Computed properties:
Relative energy (zero: lowest compared OMol25 entry of this formula, charge and spin) (kcal per mole): 55.65
SMILES: C[C@H]1N[C@H]1C#N
E (a.u.): -265.44688
LUMO energy (eV): 0.91
HOMO-LUMO gap (eV): 10.965

Atomic partial charges in e from the Mulliken method, atoms 1 to 2: -0.6030, 0.2550

=====

# C4H6N2

A 2-piece molecular cluster, C4H6N2 overall (wB97M-V/def2-TZVPD, OMol25).

Geometry as ORCA input:
```
! RIJCOSX wB97M-V def2-TZVPD def2/J DEFGRID3
* xyz 0 1
C -0.8005 0.2905 0.5141
H -2.3312 -1.3284 -0.0309
H -2.3099 0.7644 1.5251
H 3.1793 2.2936 0.6765
H -0.3436 -2.2433 -1.6030
N -1.3531 1.0750 1.3414
C 0.7939 -0.4474 -0.7404
N 0.5496 0.5036 0.0845
H 2.5327 1.9380 0.5757
H 1.7623 -0.5367 -1.2286
C -1.3335 -0.9279 -0.1682
C -0.3462 -1.3814 -0.9463
*
```

Computed properties:
Relative energy (zero: lowest compared OMol25 entry of this formula, charge and spin) (kcal per mole): 55.43
SMILES: [H]/N=C1\C=CC=N1.[H][H]
E (a.u.): -265.44724
LUMO energy (eV): -0.77
HOMO-LUMO gap (eV): 9.527

Atomic partial charges in e from the Mulliken method, atoms 1 to 2: 0.2676, 0.3566

=====

# C4H6N2

An isolated molecule of C4H6N2 (wB97M-V/def2-TZVPD, OMol25).

Geometry as ORCA input:
```
! RIJCOSX wB97M-V def2-TZVPD def2/J DEFGRID3
* xyz 0 1
N -0.3072 1.4890 0.3133
H 1.1879 -1.2027 1.3973
C -1.2879 0.7725 0.0176
N 0.8807 0.8475 0.6231
H -1.4181 -1.2879 -1.0629
H -1.7916 -1.1720 0.7323
C -1.3583 -0.6675 -0.0901
C 1.5894 0.1408 -0.3885
H 2.6009 0.3472 -0.4716
H -2.1100 1.3498 -0.2735
H 1.1758 0.0006 -1.4066
C 0.8384 -0.6173 0.6096
*
```

Computed properties:
Relative energy (zero: lowest compared OMol25 entry of this formula, charge and spin) (kcal per mole): 134.40
E (a.u.): -265.32139
LUMO energy (eV): 0.56
HOMO-LUMO gap (eV): 9.551

Atomic partial charges in e from the Mulliken method, atoms 1 to 2: -0.4940, 0.2600

=====

# C4H6N2

An isolated molecule of C4H6N2 (wB97M-V/def2-TZVPD, OMol25).

Geometry as ORCA input:
```
! RIJCOSX wB97M-V def2-TZVPD def2/J DEFGRID3
* xyz 0 1
H -1.1237 -2.7388 0.9084
H 0.5691 -2.5235 0.6733
H -0.3801 -3.1863 -0.7660
N -0.7276 2.4826 0.2247
H 0.7428 -0.3107 0.7078
C -0.4469 -2.3842 0.1511
N -0.8660 -1.1242 -0.2870
C -0.1274 1.4018 0.0315
H 0.5133 2.8195 -1.4990
H 1.4370 3.0107 0.1368
C -0.1756 -0.1325 0.1449
C 0.5850 2.6857 -0.4265
*
```

Computed properties:
Relative energy (zero: lowest compared OMol25 entry of this formula, charge and spin) (kcal per mole): 94.07
SMILES: C/N=C/C1=NC1
E (a.u.): -265.38567
LUMO energy (eV): 0.41
HOMO-LUMO gap (eV): 10.187

Atomic partial charges in e from the Mulliken method, atoms 1 to 2: 0.2810, 0.2916

=====

# C4H6N2

An isolated molecule of C4H6N2 (wB97M-V/def2-TZVPD, OMol25).

Geometry as ORCA input:
```
! RIJCOSX wB97M-V def2-TZVPD def2/J DEFGRID3
* xyz 0 1
C -1.3869 -0.6323 0.1906
H -1.4253 -1.1394 -0.7751
N -0.0945 -0.1769 0.6690
H -2.0522 -1.0404 0.9466
H 0.7986 -0.6282 -1.2345
H -0.8562 1.2653 -0.8025
C -1.0348 0.8097 0.1720
H 1.4906 -1.4273 0.1901
H -1.4181 1.4890 0.9284
N 2.8636 1.4042 -0.0375
C 1.0481 -0.4914 -0.1676
C 2.0670 0.5676 -0.0795
*
```

Computed properties:
Relative energy (zero: lowest compared OMol25 entry of this formula, charge and spin) (kcal per mole): 44.66
SMILES: N#CCN1CC1
E (a.u.): -265.46441
LUMO energy (eV): 0.90
HOMO-LUMO gap (eV): 10.867

Atomic partial charges in e from the Mulliken method, atoms 1 to 2: -0.4388, 0.2274

=====

# C4H6N2

An isolated molecule of C4H6N2 (wB97M-V/def2-TZVPD, OMol25).

Geometry as ORCA input:
```
! RIJCOSX wB97M-V def2-TZVPD def2/J DEFGRID3
* xyz 0 1
H 0.8448 0.7395 1.6967
N -0.6614 0.9623 0.1251
H 1.3413 1.0217 -0.3851
H 0.9165 -1.0433 -1.5055
C -0.4430 -0.9065 1.5023
C 0.1126 -0.3139 -1.6897
C 0.3138 0.7191 -0.6516
N -0.6370 -2.0485 1.5151
H -0.8353 -0.8119 -1.4600
C -0.2176 0.5708 1.4422
H -0.8893 1.0607 2.1160
H 0.1545 0.0499 -2.7055
*
```

Computed properties:
Relative energy (zero: lowest compared OMol25 entry of this formula, charge and spin) (kcal per mole): 63.48
SMILES: C/C=N/CC#N
E (a.u.): -265.43441
LUMO energy (eV): 0.30
HOMO-LUMO gap (eV): 9.745

Atomic partial charges in e from the Mulliken method, atoms 1 to 2: 0.3112, -0.4973

=====

# C4H6N2

An isolated molecule of C4H6N2 (wB97M-V/def2-TZVPD, OMol25).

Geometry as ORCA input:
```
! RIJCOSX wB97M-V def2-TZVPD def2/J DEFGRID3
* xyz 0 1
C -1.4054 0.1748 -0.9412
C 0.2112 0.4369 1.0888
N 1.2442 1.1306 1.3461
H -1.7678 1.2348 0.8244
C -0.8927 0.9932 0.2164
H 0.0472 -0.5696 1.4979
C 0.2822 -1.4994 -1.4375
N -0.7701 -0.8159 -1.2394
H 0.3286 -2.5045 -1.0581
H 1.0687 -1.0914 -2.0599
H -0.5354 1.9286 -0.2281
H 1.8717 0.6215 1.9737
*
```

Computed properties:
Relative energy (zero: lowest compared OMol25 entry of this formula, charge and spin) (kcal per mole): 82.22
E (a.u.): -265.40454
LUMO energy (spin up / spin down) (eV): 0.83 / 0.83
HOMO-LUMO gap (spin up / spin down) (eV): 8.977 / 8.976

Atomic partial charges in e from the Mulliken method, atoms 1 to 2: -0.4080, -0.0552

=====

# C4H6N2

A 2-piece molecular cluster, C4H6N2 overall (wB97M-V/def2-TZVPD, OMol25).

Geometry as ORCA input:
```
! RIJCOSX wB97M-V def2-TZVPD def2/J DEFGRID3
* xyz 0 1
C 0.0805 -0.9517 -1.1403
C 1.2012 -0.3300 -0.7777
H -0.4577 1.0555 2.4309
C -1.0064 0.7100 1.5464
H -1.0484 1.4097 0.7073
C 1.4275 0.9242 -1.4337
N -1.5601 -0.4232 1.4257
H 1.9903 -0.8034 -0.1992
H -0.0366 -2.0205 -1.0420
H -0.7218 -0.3871 -1.6053
N 1.5649 1.7930 -2.1881
H -1.4334 -0.9763 2.2761
*
```

Computed properties:
Relative energy (zero: lowest compared OMol25 entry of this formula, charge and spin) (kcal per mole): 56.71
SMILES: C=CC#N.C=N
E (a.u.): -265.44519
LUMO energy (eV): 0.36
HOMO-LUMO gap (eV): 10.466

Atomic partial charges in e from the Mulliken method, atoms 1 to 2: -0.6018, -0.2126

=====

# C4H6N2

An isolated molecule of C4H6N2 (wB97M-V/def2-TZVPD, OMol25).

Geometry as ORCA input:
```
! RIJCOSX wB97M-V def2-TZVPD def2/J DEFGRID3
* xyz 0 1
C 0.3658 1.2218 -0.7821
N 0.6140 -0.0995 -1.2939
N -1.7755 1.2805 0.5777
C -0.3203 -0.9970 0.8582
H 1.6446 -0.2098 0.5982
H 1.0457 2.0297 -1.0770
H -1.3227 -1.1687 0.4453
H -0.1663 -0.5596 -1.7422
H 0.4113 -1.8075 0.4759
H -0.3219 -0.9407 1.9587
C -0.8616 1.4735 -0.1145
C 0.6871 -0.2224 0.0957
*
```

Computed properties:
Relative energy (zero: lowest compared OMol25 entry of this formula, charge and spin) (kcal per mole): 81.40
SMILES: C[C@H]1N[C@H]1C#N
E (a.u.): -265.40586
LUMO energy (eV): 1.01
HOMO-LUMO gap (eV): 10.177

Atomic partial charges in e from the Mulliken method, atoms 1 to 2: -0.5463, -0.4306

=====

# C4H6N2

A 2-piece molecular cluster, C4H6N2 overall (wB97M-V/def2-TZVPD, OMol25).

Geometry as ORCA input:
```
! RIJCOSX wB97M-V def2-TZVPD def2/J DEFGRID3
* xyz 0 1
H -2.2161 0.1236 -1.6417
C -1.9847 0.6983 0.5080
C 0.2925 -0.3161 0.0522
H 0.9264 -0.0088 0.9516
H -2.4580 1.6044 0.7977
H -2.8117 -1.0464 -0.6207
H 0.7979 -0.9695 -0.7237
N -0.9427 0.0580 0.0306
C 3.4428 -0.0414 0.3657
H 3.7759 -0.9669 0.5977
N 3.3634 1.0937 0.3555
C -2.1857 -0.2289 -0.6729
*
```

Computed properties:
Relative energy (zero: lowest compared OMol25 entry of this formula, charge and spin) (kcal per mole): 140.10
E (a.u.): -265.31231
LUMO energy (eV): 0.99
HOMO-LUMO gap (eV): 8.052

Atomic partial charges in e from the Mulliken method, atoms 1 to 2: 0.2736, -0.2372

=====

Number 1: maximum force 3.35 eV/A. Number 2: maximum force 1.12 eV/A. Number 3: maximum force 2.74 eV/A. Number 4: maximum force 0.38 eV/A. Number 5: maximum force 4.64 eV/A. Number 6: maximum force 4.56 eV/A. Number 7: maximum force 1.13 eV/A. Number 8: maximum force 1.32 eV/A. Number 9: maximum force 1.91 eV/A. Number 10: maximum force 1.11 eV/A. Number 11: maximum force 2.96 eV/A. Number 12: maximum force 2.93 eV/A.